No. 1
16
Properties=species:S:1:pos:R:3:forces:R:3:nbo_charge:R:1 method="wB97M-V/def2-TZVPD" homo_lumo_gap_ev=8.9 homo_energy_ev=-9.134 e_above_lowest_kj_mol=264.5 spin_multiplicity=1 smiles="CC(=O)C1=C(O)SCC1=O"
C 2.02597 -0.95126 0.57527 3.19 3.20 0.13 -0.73
C 1.61022 0.16156 -0.35192 0.69 3.07 -4.90 0.59
O 2.36196 0.87081 -1.19120 -3.81 -4.10 5.03 -0.52
C 0.08392 0.38684 -0.30613 0.98 -4.80 -0.91 -0.37
C -0.71823 -0.72703 -0.32968 1.22 -1.04 -0.46 0.26
O -0.17510 -2.01029 -0.35000 -2.87 0.41 -0.29 -0.66
S -2.45939 -0.59276 -0.41629 0.51 2.35 -0.17 0.22
C -2.22771 1.36399 -0.09007 -1.20 -0.61 3.02 -0.56
C -0.63424 1.54675 -0.16857 -0.87 2.24 1.29 0.52
O -0.00211 2.53355 0.12046 -1.29 1.74 -0.17 -0.52
H 1.37780 -0.94264 1.44178 0.31 0.20 0.38 0.23
H 3.09376 -0.51403 0.69658 -1.36 -1.18 0.96 0.26
H 2.14819 -1.95148 0.27758 -0.05 -0.99 -1.15 0.26
H -0.95996 -2.63145 -0.46448 1.58 0.84 0.24 0.49
H -2.92114 2.18530 -0.57206 1.50 -2.16 0.47 0.28
H -2.60394 1.27216 1.12871 1.46 0.84 -3.47 0.26

---

No. 2
16
Properties=species:S:1:pos:R:3:forces:R:3:nbo_charge:R:1 method="wB97M-V/def2-TZVPD" homo_lumo_gap_ev="6.6 / 7.0" homo_energy_ev="-6.277 / -8.889" e_above_lowest_kj_mol=43.1 spin_multiplicity=3 s2=2.0096
C 0.03664 0.02812 1.64816 -0.28 0.44 -0.79 -0.34
C -0.29797 -1.30960 1.13409 -0.30 0.81 -1.03 -0.32
C 0.50463 1.09887 0.70088 -1.27 -1.86 -0.38 0.27
C -0.07136 -1.40417 -0.36177 1.15 3.08 0.07 -0.44
C 0.11853 0.97525 -0.69889 1.87 4.21 3.16 0.29
C -0.59579 -0.09610 -1.16668 0.36 -4.72 2.01 0.28
O 1.28453 1.99592 1.07921 0.19 0.94 -0.53 -0.61
O 0.50095 2.00458 -1.42176 1.26 0.84 0.93 -0.60
O -0.93803 -0.24802 -2.40644 -1.58 1.77 -3.63 -0.61
S -1.68543 -0.57187 1.95756 -0.82 0.93 -0.64 0.11
H 0.51404 0.15722 2.55788 1.01 -0.13 1.66 0.24
H -0.00150 -2.16018 1.65562 0.96 -1.26 0.77 0.23
H 1.08922 -1.35022 -0.29673 -1.43 -0.10 -0.95 0.21
H -0.35084 -2.31263 -0.77886 -0.77 -1.50 -0.93 0.23
H 1.07818 2.55569 -0.70758 -1.21 -1.15 -1.33 0.53
H -1.18579 0.63713 -2.89470 0.86 -2.31 1.59 0.51

---

No. 3
16
Properties=species:S:1:pos:R:3:forces:R:3:mulliken_charge:R:1 method="wB97M-V/def2-TZVPD" homo_lumo_gap_ev="6.3 / 5.5" charge=+2 homo_energy_ev="-17.891 / -17.886" e_above_lowest_kj_mol=28.0 spin_multiplicity=2 s2=0.7575
O -3.18530 -0.41588 1.10897 1.03 1.18 -3.36 -0.30
C -2.82009 -0.05121 -0.02136 -0.58 -2.34 4.54 0.58
O -3.41569 0.63437 -0.86929 -1.31 1.34 -1.47 -0.06
C 1.57754 -0.18195 1.22643 -0.31 -0.45 0.08 -0.08
H 1.43819 -0.99769 1.95449 -0.14 0.10 0.01 0.39
H 0.91419 0.62660 1.57115 -0.12 -0.12 0.01 0.43
C 3.02362 0.27417 1.18952 0.44 0.17 -0.10 -1.47
H 3.16367 1.13502 0.51504 0.03 -0.31 0.15 0.39
H 3.34102 0.61501 2.18163 -0.23 -0.10 -0.15 0.37
H 3.70837 -0.55320 0.93503 -0.22 0.32 0.08 0.36
C -1.44377 -0.49386 -0.46522 3.56 -2.14 2.06 0.14
C -0.33047 -1.08879 -0.12162 -6.36 0.89 -2.81 -0.35
C 1.03410 -0.68010 -0.07831 3.89 1.33 -0.54 1.11
O 1.70934 -0.59280 -1.13466 -12.19 0.33 5.49 -0.40
Tl 3.42133 -0.73209 -1.77336 11.42 -1.04 -4.72 0.52
H -1.03212 -1.98529 -0.74252 1.09 0.84 0.73 0.37